(1)
17
Properties=species:S:1:pos:R:3:mulliken_charge:R:1 method="wB97M-V/def2-TZVPD" homo_lumo_gap_ev=11.001 smiles="C[NH+](C)[C@@H](O)C=O" total_charge=+1 homo_energy_ha=-0.550 relative_energy_kcal_mol=74.81
C -0.6427 0.3920 -1.4133 -0.915
N -0.3908 0.7080 0.0212 -0.133
C -1.6436 0.2920 0.7934 -0.871
C 0.7561 -0.2201 0.5859 0.136
O 0.3362 -1.5617 0.5685 -0.456
C 2.1877 -0.1641 -0.1341 -0.011
O 2.6520 0.4213 -1.0668 -0.374
H -1.4114 1.0470 -1.6871 0.456
H 0.2664 0.9104 -1.8201 0.372
H -0.6962 -0.6399 -1.4648 0.334
H -0.1266 1.6278 0.3174 0.347
H -2.5556 0.6183 0.3856 0.381
H -1.7100 -0.8802 0.8558 0.334
H -1.5730 0.5688 1.8379 0.376
H 0.7815 0.0347 1.6291 0.329
H 1.0317 -2.1441 0.2004 0.349
H 2.7383 -1.0104 0.3911 0.344

---

(2)
119
Properties=species:S:1:pos:R:3:mulliken_charge:R:1 method="wB97M-V/def2-TZVPD" homo_lumo_gap_ev=6.705 total_charge=+1 homo_energy_ha=-0.384 relative_energy_kcal_mol=0.00
C 7.9428 -0.1647 0.7978 -1.149
C 6.9979 -0.8646 1.8764 -0.526
C 5.5359 -0.2431 1.7636 -0.566
C 4.5232 -0.9795 2.7214 -0.894
C 4.1013 -2.4419 2.2230 -0.846
C 3.2016 -2.4470 0.9270 2.561
C 4.2267 -2.7882 -0.2240 0.215
Cl 3.8617 -1.9222 -1.8142 -0.159
C 4.5177 -4.3209 -0.4219 -0.074
C 5.8019 -4.5593 -1.3385 -1.307
C 2.5618 -0.9993 0.6781 -2.519
N 1.3164 -0.8762 1.0581 1.575
C 0.7639 0.4833 0.7905 -1.002
C -0.1319 1.1225 1.9077 -0.566
C -1.2387 2.0891 1.3283 0.423
C -1.7515 3.1937 2.1607 -0.591
C -2.8149 4.0902 1.6775 -0.563
C -3.4230 3.9169 0.3485 -0.519
C -2.8869 2.8302 -0.4814 -1.250
C -1.8344 1.9470 0.0105 0.024
C 0.7849 -2.1548 1.5891 -3.195
I 1.0523 -1.7763 3.7680 0.120
C -0.7843 -2.5339 1.5343 1.447
Cl -1.5755 -2.3621 3.1882 -0.131
C -1.6631 -1.7967 0.4436 -0.026
C -2.9071 -0.9758 1.0241 -1.772
C 1.7925 -3.2177 0.9561 1.272
C 1.6989 -4.5043 1.9413 -1.313
C 1.5778 -5.8794 1.1344 0.319
C 1.6580 -6.9916 2.2739 0.207
N 0.3804 -7.4814 2.7691 -0.522
O 2.6989 -7.3976 2.7259 -0.528
O 1.4954 -3.8433 -0.2797 -0.406
C 0.8194 -3.1144 -1.3065 -0.104
C -0.4743 -3.9620 -1.7319 -1.175
H 8.9779 -0.5922 0.8232 0.375
H 7.9848 0.9376 0.9960 0.302
H 7.4363 -0.3262 -0.1972 0.252
H 7.0109 -1.9706 1.6831 0.228
H 7.4459 -0.6785 2.8877 0.441
H 5.2740 -0.2866 0.6750 0.108
H 5.6266 0.8149 2.1354 0.442
H 3.6371 -0.3614 3.0314 0.262
H 5.0900 -1.1734 3.6811 0.614
H 3.6268 -2.9106 3.1263 0.376
H 5.0802 -2.9902 2.1033 0.418
H 5.2150 -2.3436 0.0860 0.103
H 4.7437 -4.7574 0.5848 0.480
H 3.6768 -4.8472 -0.9512 -0.054
H 6.1535 -5.6177 -1.2123 0.406
H 5.6077 -4.3406 -2.4159 0.298
H 6.6124 -3.9012 -0.9246 0.307
H 3.2159 -0.2173 0.2280 0.535
H 1.6485 1.1682 0.6638 0.424
H 0.2770 0.4744 -0.2268 0.290
H -0.6711 0.4067 2.5732 0.382
H 0.5385 1.7873 2.5244 0.585
H -1.3552 3.3646 3.1855 0.373
H -3.1925 4.8939 2.3491 0.348
H -4.2474 4.5833 0.0065 0.415
H -3.3695 2.7115 -1.4811 0.454
H -1.5112 1.1407 -0.6986 0.586
H -0.8317 -3.6402 1.3339 0.426
H -2.1569 -2.6071 -0.1650 0.234
H -1.1031 -1.1699 -0.2903 -0.046
H -3.6347 -1.7056 1.4564 0.524
H -2.6170 -0.2198 1.7886 0.355
H -3.3979 -0.4373 0.1677 0.414
H 0.7899 -4.4811 2.5919 0.004
H 2.6112 -4.6324 2.5715 0.543
H 0.5796 -6.0169 0.6554 0.090
H 2.4513 -6.0738 0.4714 0.148
H -0.3690 -7.1376 2.1543 0.338
H 0.1709 -7.0710 3.6910 0.203
H 1.4664 -3.1509 -2.2320 0.435
H 0.5905 -2.0377 -1.1425 0.148
H -0.8745 -4.5139 -0.8462 0.272
H -0.2545 -4.6030 -2.6175 0.324
H -1.2396 -3.1960 -2.0423 0.358
C -2.8528 -7.0327 6.0546 -0.960
S -1.3371 -6.0683 6.1942 0.631
O -0.2102 -6.9411 5.7470 -0.706
C -1.3043 -6.0305 7.9947 -1.031
H -3.0498 -7.2134 4.9982 0.293
H -2.7349 -7.9866 6.5702 0.339
H -3.6821 -6.4710 6.4864 0.363
H -1.2844 -7.0481 8.3867 0.327
H -2.1844 -5.5018 8.3627 0.379
H -0.4059 -5.5019 8.3111 0.321
C -4.5872 7.7055 -1.2446 -0.966
S -5.6539 6.7475 -2.3372 0.446
O -5.2236 5.3202 -2.2435 -0.577
C -4.9882 7.4115 -3.8729 -0.965
H -4.8050 7.4213 -0.2152 0.325
H -3.5401 7.4928 -1.4665 0.288
H -4.7919 8.7684 -1.3774 0.400
H -3.9155 7.2168 -3.9283 0.364
H -5.1798 8.4850 -3.9190 0.382
H -5.4893 6.9198 -4.7058 0.300
C -6.8969 11.1386 -7.6700 -0.935
S -6.9337 9.6195 -6.7017 0.509
O -6.8102 9.9997 -5.2653 -0.591
C -5.3201 9.0216 -7.2428 -0.877
H -7.8046 11.7026 -7.4587 0.324
H -6.0261 11.7346 -7.3936 0.304
H -6.8629 10.8920 -8.7320 0.359
H -4.5502 9.7535 -6.9937 0.300
H -5.3395 8.8471 -8.3193 0.404
H -5.1102 8.0847 -6.7289 0.222
C 0.0673 3.3766 -2.7251 -0.666
S -1.0070 2.4197 -3.8114 0.592
O -0.5841 0.9904 -3.7111 -0.636
C -0.3382 3.0751 -5.3510 -1.031
H -0.1497 3.0983 -1.6943 -0.014
H 1.1127 3.1571 -2.9497 0.374
H -0.1319 4.4402 -2.8615 0.410
H 0.7328 2.8752 -5.4056 0.311
H -0.5241 4.1487 -5.3995 0.372
H -0.8423 2.5827 -6.1817 0.336

---

(3)
22
Properties=species:S:1:pos:R:3:mulliken_charge:R:1 method="wB97M-V/def2-TZVPD" homo_lumo_gap_ev=7.828 homo_energy_ha=-0.324
N -2.5488 0.0745 -0.2994 -0.715
N -1.6339 -0.5443 0.5886 0.602
C -0.9316 -1.6293 0.4152 -0.021
N -0.1992 -1.8565 1.5300 -0.540
C -0.4744 -0.8815 2.3348 0.567
N 0.0351 -0.7053 3.5593 -0.078
F -0.3627 0.3947 4.2328 -0.167
N -1.3670 -0.0125 1.7906 -0.183
H -3.2039 0.5951 0.2727 0.292
H -3.0548 -0.6808 -0.7479 0.287
H -0.8880 -2.2625 -0.4501 0.421
H 0.6849 -1.3691 3.9487 0.288
H -1.7665 0.8199 2.1904 0.245
B 1.2512 1.5152 -1.2544 0.665
O 1.0891 0.0673 -1.5623 -0.370
C 1.8021 -0.2297 -2.6383 0.599
O 1.8760 -1.3177 -3.1379 -0.624
C 2.4968 1.0433 -3.1165 0.524
O 3.2196 1.1297 -4.0669 -0.579
O 2.1626 2.0353 -2.3016 -0.486
F 1.8055 1.6654 0.0182 -0.356
F 0.0079 2.1490 -1.3060 -0.369

---

(4)
10
Properties=species:S:1:pos:R:3:mulliken_charge:R:1 method="wB97M-V/def2-TZVPD" homo_lumo_gap_ev=8.517 smiles="O[C@H]1C=CSO1" homo_energy_ha=-0.324 relative_energy_kcal_mol=62.62
O -0.8730 0.8705 1.3798 -0.457
C 0.3218 0.5389 0.7308 0.331
C 0.1155 -0.9923 0.0617 -0.456
C -0.0401 -0.8985 -1.2491 -0.221
S 0.3448 0.6483 -1.9504 0.061
O 0.6974 1.4124 -0.2615 -0.428
H -1.4154 1.4451 0.9023 0.283
H 1.0717 0.6379 1.5805 0.212
H -0.1759 -1.9375 0.6564 0.275
H -0.0468 -1.7248 -1.8504 0.400

---

(5)
57
Properties=species:S:1:pos:R:3:mulliken_charge:R:1 method="wB97M-V/def2-TZVPD" homo_lumo_gap_ev=9.747 total_charge=-1 homo_energy_ha=-0.241 relative_energy_kcal_mol=25.88
F 25.7564 -27.1852 -2.2034 0.795
C 23.9173 -23.1217 -1.4517 -0.616
O 23.5615 -24.4746 -1.5859 -0.457
H 23.3683 -22.6340 -0.6463 0.263
H 24.9814 -22.9627 -1.2770 0.240
H 23.6204 -22.6379 -2.3823 0.248
H 24.3329 -25.0438 -1.6355 0.279
C 27.0823 -24.2201 -2.6718 -0.238
C 27.8647 -24.7901 -3.8570 -0.515
O 27.3050 -26.0404 -4.3188 -0.481
O 27.2948 -25.0209 -1.5536 -0.564
H 26.0512 -24.2378 -3.0248 0.032
H 27.3358 -23.1974 -2.3926 0.420
H 28.8936 -25.0173 -3.5778 0.279
H 28.0459 -24.0736 -4.6581 0.400
H 27.2207 -26.5724 -3.5242 0.034
H 26.7785 -25.8282 -1.6106 0.453
C 27.3650 -30.0107 0.0202 -0.102
C 28.4842 -29.0206 -0.0212 -0.437
O 28.3687 -28.1793 -1.1404 -0.560
O 27.4812 -31.0059 -0.9852 -0.601
H 26.4337 -29.4788 -0.1742 -0.081
H 27.3448 -30.3189 1.0655 0.384
H 29.5038 -29.4042 0.0150 0.331
H 28.4351 -28.3434 0.8316 0.339
H 27.4988 -27.7796 -1.2127 0.154
H 27.3428 -30.4641 -1.7655 0.456
C 26.7269 -29.7343 -4.6146 -0.043
C 28.2902 -29.8247 -4.5023 -0.563
O 28.6565 -30.9033 -3.6487 -0.508
O 26.1862 -29.7221 -3.2753 -0.553
H 26.2939 -30.5273 -5.2243 0.445
H 26.5543 -28.8002 -5.1491 0.078
H 28.6704 -28.9563 -3.9642 0.147
H 28.8201 -29.8647 -5.4539 0.437
H 28.3990 -31.7280 -4.0672 0.290
H 26.0280 -28.8559 -2.8927 0.018
C 24.2399 -27.5214 0.8940 -0.388
C 23.6510 -28.6433 0.0489 -0.412
O 23.2280 -28.1817 -1.2092 -0.548
O 25.5498 -27.1946 0.5215 -0.478
H 24.2397 -27.7134 1.9670 0.387
H 23.6508 -26.6050 0.8615 0.260
H 22.7803 -28.9969 0.6011 0.397
H 24.2901 -29.5262 0.0424 0.208
H 24.0304 -27.9071 -1.6590 -0.089
H 25.6027 -27.2740 -0.4338 -0.152
C 23.2586 -28.0522 -4.7373 0.036
C 23.0542 -26.6288 -4.2963 -0.437
O 24.3001 -25.9736 -4.2045 -0.575
O 23.8159 -27.9797 -6.0744 -0.613
H 22.3393 -28.6281 -4.6305 0.439
H 23.9645 -28.5185 -4.0501 -0.120
H 22.5127 -26.6780 -3.3516 0.228
H 22.3751 -26.0718 -4.9419 0.405
H 24.7951 -26.3447 -3.4704 -0.116
H 24.5566 -27.3797 -5.9609 0.363

---

(6)
92
Properties=species:S:1:pos:R:3:mulliken_charge:R:1 method="wB97M-V/def2-TZVPD" homo_lumo_gap_ev=5.595 total_charge=-1 homo_energy_ha=-0.157
C 2.3185 4.2332 5.2513 -0.790
C 1.5999 4.6723 3.9645 -0.749
C 2.3517 4.3938 2.6555 0.404
C 3.8045 4.8773 2.6916 -0.815
In 2.2545 2.3010 1.8947 0.708
C 3.3189 0.7984 3.1884 -0.981
O 4.3280 1.3937 4.0622 -0.101
O 3.8231 1.2585 5.4061 -0.435
H 1.9333 3.2775 5.6155 0.267
H 3.3988 4.1724 5.1180 0.041
H 2.1379 4.9673 6.0464 0.343
H 0.5957 4.2344 3.9279 0.344
H 1.4361 5.7635 4.0365 0.392
H 1.8470 4.9874 1.8811 -0.088
H 4.4668 4.2010 3.2429 0.076
H 4.1812 4.9112 1.6659 0.017
H 3.8800 5.8965 3.1093 0.428
H 3.1223 2.2928 0.3120 -0.445
H 0.5915 1.7613 1.5579 -0.417
H 3.8902 0.1253 2.5369 0.258
H 2.6659 0.1921 3.8186 0.381
H 4.3752 1.9079 5.8624 0.269
C 1.7774 5.7950 -1.6461 -0.251
Cl 1.4430 4.0728 -1.7247 0.012
Cl 0.6393 6.6397 -0.5901 -0.144
Cl 3.4355 6.0788 -1.1150 -0.069
H 1.6643 6.1998 -2.6428 0.405
C -1.9492 -0.5484 -0.5903 0.065
Cl -0.7319 0.5713 -1.1639 0.036
Cl -2.2433 -0.3754 1.1413 -0.089
Cl -3.4620 -0.3502 -1.5007 -0.127
H -1.5899 -1.5510 -0.7709 0.124
C 0.5230 1.4558 -5.0196 0.142
Cl -1.2166 1.2105 -4.8383 -0.088
Cl 0.8505 3.0313 -5.7523 -0.138
Cl 1.3485 1.2808 -3.4809 -0.076
H 0.8961 0.6942 -5.6929 0.135
C -2.1459 0.8663 -8.5921 -0.163
Cl -3.2363 0.0258 -7.4916 -0.097
Cl -2.3203 2.6183 -8.4373 -0.114
Cl -0.4781 0.3776 -8.2982 -0.007
H -2.4134 0.5908 -9.6036 0.402
C -2.6898 -5.6302 -0.6600 -0.034
Cl -2.7176 -4.0544 0.1234 -0.024
Cl -1.3307 -5.7523 -1.7793 -0.144
Cl -2.6350 -6.9249 0.5381 -0.097
H -3.6033 -5.7389 -1.2292 0.308
C -4.8611 -2.0930 3.9338 0.456
Cl -6.1635 -3.1199 4.5611 -0.158
Cl -3.7538 -1.6310 5.2218 -0.123
Cl -4.0033 -2.8928 2.6226 -0.037
H -5.3341 -1.1947 3.5563 -0.147
C 0.0197 -3.3554 -7.1104 -0.079
Cl -0.4580 -2.1496 -5.9224 -0.030
Cl -1.0458 -3.3251 -8.5195 -0.105
Cl 1.7027 -3.1322 -7.5932 -0.124
H -0.0712 -4.3315 -6.6534 0.340
C 1.6738 2.4078 -11.6430 -0.017
Cl 1.7684 0.7513 -12.2494 -0.132
Cl 0.1590 2.6740 -10.7855 -0.063
Cl 3.0522 2.7742 -10.6076 -0.119
H 1.7053 3.0763 -12.4928 0.324
C 7.0373 6.5564 2.2243 0.795
Cl 6.8590 8.0408 3.1643 -0.161
Cl 6.0860 6.6079 0.7513 -0.104
Cl 8.7328 6.2102 1.8793 -0.141
H 6.6595 5.7354 2.8185 -0.447
C 7.4304 2.3178 3.0541 0.121
Cl 7.5132 3.7225 4.1191 -0.148
Cl 6.3505 2.6368 1.7059 -0.037
Cl 9.0460 1.8626 2.4941 -0.166
H 7.0278 1.4921 3.6254 0.244
C -8.9017 -0.1663 4.4104 0.160
Cl -9.2203 1.0581 5.6340 -0.124
Cl -10.2466 -0.2876 3.2756 -0.124
Cl -7.3842 0.1679 3.5703 -0.113
H -8.7956 -1.1226 4.9063 0.198
C -0.1772 -9.9221 1.8045 0.099
Cl -0.2354 -11.6240 1.3250 -0.130
Cl -1.5784 -9.5063 2.7866 -0.113
Cl 1.3189 -9.5695 2.6622 -0.114
H -0.2036 -9.3186 0.9061 0.256
C -8.4338 0.9671 -0.6402 0.225
Cl -8.5072 2.6717 -0.1995 -0.123
Cl -9.9380 0.4545 -1.4151 -0.143
Cl -7.0470 0.6343 -1.6677 -0.077
H -8.3191 0.3940 0.2698 0.118
C -1.8501 -13.4854 4.5634 0.351
Cl -1.8163 -12.5284 6.0431 -0.121
Cl -1.2778 -15.1275 4.8674 -0.132
Cl -3.4710 -13.5082 3.8678 -0.120
H -1.1832 -13.0237 3.8463 0.017

---

(7)
14
Properties=species:S:1:pos:R:3:mulliken_charge:R:1 method="wB97M-V/def2-TZVPD" homo_lumo_gap_ev=8.966 homo_energy_ha=-0.303 relative_energy_kcal_mol=101.69
C 0.8960 1.5732 -0.0002 -0.753
C 1.6736 0.6725 -0.3586 0.059
C -2.1094 0.5099 -0.2054 -0.774
C -0.1728 -1.1468 0.5511 -0.756
C 1.9565 -0.7100 -0.2089 -0.020
S -0.7499 0.3974 0.9817 0.047
Cl 3.1335 -1.0957 0.9643 -0.155
H 0.8023 2.6081 -0.1687 0.414
H -1.8814 1.3182 -0.9657 0.253
H -2.9128 0.8221 0.3205 0.325
H -2.2398 -0.4765 -0.6722 0.309
H 0.1416 -1.7806 1.3090 0.436
H -0.6345 -1.4871 -0.3718 0.305
H 2.0971 -1.2048 -1.1753 0.308

---

(8)
9
Properties=species:S:1:pos:R:3:mulliken_charge:R:1 method="wB97M-V/def2-TZVPD" homo_lumo_gap_ev=8.580 smiles="S=C1C=NCO1" homo_energy_ha=-0.333 relative_energy_kcal_mol=22.50
S 2.7491 0.1039 -0.0845 -0.325
C 1.1746 -0.0043 0.0852 0.428
C 0.1724 1.1645 0.0749 -0.157
N -1.0036 0.7249 -0.1005 -0.393
C -0.9932 -0.6650 -0.0641 -0.159
O 0.4078 -1.1033 0.1208 -0.312
H 0.3519 2.1842 0.0910 0.445
H -1.4208 -1.1454 0.8914 0.227
H -1.4383 -1.2594 -1.0142 0.245